Record 1
Molecular formula: C8H6AlCl2GdN2O3
Method: DFT, ωB97M-V/def2-TZVPD

Geometry as XYZ:
```
23
Properties=species:S:1:pos:R:3:mulliken_charge:R:1
Al -0.56 -1.59 -3.90 0.9271
Gd -1.50 -0.08 -0.59 1.6311
Cl 0.19 0.33 -2.74 -0.2662
Cl -1.85 -2.31 -2.17 -0.1324
C -2.57 -1.83 0.80 -0.0369
C -1.45 -0.26 -5.29 0.4763
C -1.56 -3.18 -5.03 0.3352
O -3.05 -2.78 1.25 0.0369
O -1.82 0.64 -5.93 0.0256
O -2.40 -3.96 -5.26 0.0301
N 2.35 2.27 3.58 -0.1791
C 1.63 1.53 2.69 1.1530
C 0.76 2.15 1.78 -0.4613
C 0.04 1.37 0.89 -0.4588
N 0.14 -0.01 0.87 -0.4566
C 1.04 -0.61 1.72 -0.5443
C 1.78 0.12 2.63 -0.4358
H 2.26 3.28 3.63 0.2951
H 2.99 1.88 4.26 0.3006
H 0.62 3.24 1.78 0.4154
H -0.59 1.90 0.13 0.3938
H 1.12 -1.69 1.62 0.5188
H 2.45 -0.41 3.30 0.4323
```

Values from the calculation:
HOMO-LUMO gap (spin up / spin down) ... 0.1618 / 0.1914 hartree
2S+1 ... 8
Charge ... +4
Lowest unoccupied orbital energy (spin up / spin down) ... -16.057 / -16.821 eV
Molar mass ... 433.285 g mol⁻¹
E_HOMO (spin up / spin down) ... -20.46 / -22.03 eV
Electronic energy ... -2570.44552 hartree

***

Record 2
Molecular formula: C4H6O2
Method: DFT, ωB97M-V/def2-TZVPD

Geometry as XYZ:
```
12
Properties=species:S:1:pos:R:3:mulliken_charge:R:1
C -0.81 0.14 1.53 -1.0112
C 0.20 -0.40 0.58 0.5171
O 0.85 -1.41 0.75 -0.5571
C 0.49 0.47 -0.61 -0.3930
C 0.49 -0.34 -1.91 -0.0101
O 0.10 0.11 -2.96 -0.4720
H -1.00 1.21 1.39 0.3365
H -0.54 -0.09 2.55 0.3284
H -1.71 -0.41 1.24 0.2633
H -0.14 1.36 -0.76 0.3270
H 1.37 0.80 0.00 0.2819
H 0.70 -1.42 -1.80 0.3891
```

Values from the calculation:
HOMO-LUMO gap ... 0.3874 hartree
2S+1 ... 1
Lowest unoccupied orbital energy ... 0.683 eV
SMILES string ... CC(=O)CC=O
Molar mass ... 86.090 g mol⁻¹
E_HOMO ... -9.86 eV
Electronic energy ... -306.45572 hartree

***

Record 3
Molecular formula: C2H9N2O
Method: DFT, ωB97M-V/def2-TZVPD

Geometry as XYZ:
```
14
Properties=species:S:1:pos:R:3:mulliken_charge:R:1
C -1.87 -0.74 1.43 -0.6972
O -1.10 -0.59 0.27 -0.8224
H -1.37 -1.42 2.16 0.1935
H -2.14 0.19 1.96 0.2252
H -2.89 -1.15 1.25 0.2026
N 1.56 -0.71 -0.80 -0.7621
C 1.57 0.73 -0.60 -0.3768
N 0.28 1.37 -0.75 -0.7512
H 0.76 -1.12 -0.29 0.4053
H 1.42 -0.89 -1.74 0.2103
H 1.87 0.96 0.41 0.2540
H 2.37 1.14 -1.29 0.3262
H 0.02 1.60 -1.73 0.1623
H -0.49 0.61 -0.27 0.4304
```

Values from the calculation:
HOMO-LUMO gap ... 0.2882 hartree
2S+1 ... 1
Charge ... -1
Lowest unoccupied orbital energy ... 4.624 eV
Molar mass ... 77.107 g mol⁻¹
E_HOMO ... -3.22 eV
Electronic energy ... -266.32197 hartree

***

Record 4
Molecular formula: C5H4O2
Method: DFT, ωB97M-V/def2-TZVPD

Geometry as XYZ:
```
11
Properties=species:S:1:pos:R:3:mulliken_charge:R:1
C 1.35 -0.36 -1.19 -0.0760
C -0.26 1.29 0.47 -0.5242
C -1.15 0.57 -0.49 -0.3777
C 0.25 0.20 -0.48 0.4241
C -0.57 -0.14 0.65 0.0255
O 1.50 -0.45 -2.40 -0.4607
O -1.16 -1.33 1.98 -0.4538
H 2.07 -0.88 -0.43 0.2081
H 0.18 2.16 0.86 0.4713
H -2.00 0.58 -1.14 0.4381
H -0.21 -1.64 2.17 0.3252
```

Values from the calculation:
HOMO-LUMO gap ... 0.3358 hartree
2S+1 ... 1
Lowest unoccupied orbital energy ... -0.622 eV
Molar mass ... 96.085 g mol⁻¹
E_HOMO ... -9.76 eV
Electronic energy ... -343.10210 hartree

***

Record 5
Molecular formula: C24H43BrCl2F3O15PS4
Method: DFT, ωB97M-V/def2-TZVPD

Geometry as XYZ:
```
93
Properties=species:S:1:pos:R:3:mulliken_charge:R:1
C 1.65 2.05 1.47 -0.9586
C 1.25 1.63 2.89 -0.9252
C 0.26 2.54 3.62 -0.1758
Cl 0.38 4.27 3.09 -0.1746
C -1.20 2.19 3.52 -0.6681
C -2.11 2.58 4.41 0.8687
Cl -1.73 3.44 5.85 -0.1888
C -3.57 2.24 4.24 -0.0364
O -4.28 2.04 5.19 -0.5957
C -4.04 2.18 2.82 0.2096
C -5.44 2.63 2.48 -0.4698
C -6.56 2.03 3.32 -0.8187
C -7.90 2.66 3.01 0.8929
F -8.15 3.73 3.81 -0.2864
F -8.92 1.79 3.19 -0.2910
F -7.99 3.11 1.74 -0.2696
C -3.14 1.77 1.92 0.4636
P -3.51 1.77 0.12 0.1753
O -1.98 1.93 -0.45 -0.3652
Br -3.84 -0.42 -0.22 -0.1175
C -1.77 1.39 2.38 0.4446
O -1.19 0.46 1.88 -0.5248
H 0.79 2.30 0.85 0.2373
H 2.18 1.22 1.00 0.2242
H 2.33 2.90 1.49 0.4429
H 2.14 1.58 3.51 0.4564
H 0.83 0.63 2.85 0.3652
H 0.53 2.58 4.68 0.6642
H -5.64 2.41 1.43 0.4895
H -5.45 3.72 2.57 0.0573
H -6.66 0.96 3.12 0.3123
H -6.38 2.17 4.39 0.3352
H -1.56 1.09 -0.68 0.2615
C -6.10 7.99 1.86 -0.7703
C -5.62 8.30 0.46 -0.3847
O -4.21 7.97 0.27 -0.2980
S -3.85 6.45 0.04 1.2858
C -2.22 6.68 -0.59 -0.9654
O -4.70 5.92 -0.98 -0.7089
O -3.78 5.77 1.30 -0.5213
H -6.12 6.91 2.04 0.0952
H -7.11 8.38 1.98 0.3865
H -5.45 8.45 2.60 0.2667
H -6.19 7.77 -0.30 0.3351
H -5.67 9.36 0.24 0.2872
H -2.28 7.23 -1.52 0.3465
H -1.81 5.68 -0.75 0.3310
H -1.64 7.21 0.16 0.3211
C 5.84 -0.61 -3.54 -1.0375
C 5.39 -1.37 -2.32 -0.0886
O 6.03 -0.89 -1.10 -0.2747
S 5.46 0.43 -0.45 1.2189
C 6.23 0.25 1.13 -0.9691
O 4.04 0.30 -0.31 -0.6383
O 5.99 1.58 -1.11 -0.6395
H 5.49 0.42 -3.53 0.3521
H 5.44 -1.10 -4.43 0.3806
H 6.92 -0.60 -3.61 0.2556
H 4.31 -1.32 -2.18 0.3146
H 5.68 -2.41 -2.38 0.0999
H 5.85 -0.65 1.60 0.3067
H 5.96 1.14 1.70 0.3717
H 7.30 0.20 0.98 0.3374
C 10.01 -5.27 -4.15 -0.9538
C 9.27 -6.59 -4.20 -0.3818
O 8.17 -6.65 -3.25 -0.2921
S 6.83 -5.91 -3.65 1.2075
C 5.78 -6.68 -2.46 -0.9719
O 6.45 -6.30 -4.97 -0.6685
O 6.94 -4.51 -3.35 -0.5364
H 9.39 -4.45 -4.51 0.2789
H 10.90 -5.34 -4.78 0.3837
H 10.31 -5.05 -3.13 0.2631
H 8.87 -6.80 -5.20 0.3487
H 9.91 -7.42 -3.91 0.2713
H 5.74 -7.74 -2.67 0.3377
H 4.80 -6.22 -2.58 0.3762
H 6.18 -6.48 -1.47 0.3233
C -2.16 -6.55 -2.98 -0.9611
C -3.46 -5.85 -2.69 -0.3284
O -3.81 -5.90 -1.28 -0.2890
S -3.08 -4.88 -0.31 1.1806
C -4.18 -5.02 1.05 -0.9569
O -3.16 -3.57 -0.88 -0.5922
O -1.80 -5.40 0.05 -0.6056
H -1.31 -6.02 -2.55 0.2852
H -2.02 -6.60 -4.06 0.3846
H -2.17 -7.56 -2.58 0.2652
H -3.45 -4.80 -3.00 0.3038
H -4.30 -6.33 -3.18 0.2737
H -5.16 -4.66 0.75 0.3087
H -3.77 -4.39 1.84 0.3718
H -4.21 -6.06 1.37 0.3432
```

Values from the calculation:
HOMO-LUMO gap ... 0.2863 hartree
2S+1 ... 1
Lowest unoccupied orbital energy ... -1.190 eV
SMILES string ... CC[C@@H](Cl)C1=C(Cl)C(=O)C(CCC(F)(F)F)=C(P(O)Br)C1=O.CCOS(C)(=O)=O.CCOS(C)(=O)=O.CCOS(C)(=O)=O.CCOS(C)(=O)=O
Molar mass ... 938.639 g mol⁻¹
E_HOMO ... -8.98 eV
Electronic energy ... -7796.99790 hartree